[1]
85
Properties=species:S:1:pos:R:3 method="wB97M-V/def2-TZVPD" e_lumo_ev="1.66 / 1.66" s_squared=0.76 mol_weight_da=753.8 spin_multiplicity=2 homo_lumo_gap_ev="4.3 / 5.0" total_charge=-1 homo_ev="-2.681 / -3.304"
Yb -0.179 -0.276 -0.228
N 1.232 -3.461 2.289
N -0.067 -2.182 -2.130
C 1.112 2.064 -0.679
C 2.148 1.120 -0.416
C 2.166 0.881 0.985
C 2.993 -0.105 1.704
H 3.864 -0.406 1.116
H 2.406 -1.072 1.882
H 3.284 0.243 2.698
C 1.173 1.694 1.591
C 0.963 1.792 3.056
H 1.869 2.164 3.563
H 0.739 0.810 3.498
H 0.138 2.473 3.303
C 0.501 2.404 0.562
C -0.638 3.339 0.748
H -1.611 2.818 0.713
H -0.650 4.107 -0.038
H -0.579 3.846 1.723
C 3.051 0.512 -1.423
H 3.982 1.097 -1.515
H 2.589 0.484 -2.420
H 3.330 -0.512 -1.149
C 0.773 2.588 -2.026
H -0.194 3.111 -2.029
H 0.704 1.772 -2.762
H 1.541 3.290 -2.398
C 0.518 -4.120 3.184
H 0.834 -3.961 4.221
C -0.504 -5.010 2.703
H -0.894 -5.687 3.486
C -0.897 -5.001 1.354
H -1.686 -5.770 1.060
C -0.305 -4.012 0.490
H -0.662 -3.991 -0.529
C 0.668 -3.059 1.084
C 1.409 -1.763 1.037
H 1.986 -2.163 0.170
C -0.361 -1.032 -2.619
C 0.505 -3.035 -3.042
H 0.891 -3.970 -2.599
C 0.268 -2.533 -4.270
H 0.346 -2.985 -5.298
N -0.315 -1.270 -4.001
C -0.428 -0.130 -4.739
C 0.633 0.172 -5.619
C 0.500 1.339 -6.363
H 1.240 1.525 -7.153
C -0.576 2.208 -6.110
C -0.742 3.393 -6.977
H -1.270 4.173 -6.431
H -1.324 3.123 -7.864
H 0.239 3.748 -7.296
C -1.514 1.969 -5.090
H -2.363 2.643 -4.908
C -1.402 0.827 -4.317
C -2.339 0.606 -3.159
H -2.562 -0.442 -2.912
H -3.296 1.076 -3.434
H -2.052 1.124 -2.216
C 1.848 -0.710 -5.689
H 1.625 -1.756 -5.937
H 2.488 -0.702 -4.788
H 2.464 -0.330 -6.508
N 0.063 1.752 9.761
C -0.307 1.376 8.744
C -0.787 0.907 7.450
C -1.476 1.795 6.613
C -1.925 1.369 5.361
C -1.697 0.045 4.971
C -1.059 -0.866 5.819
C -0.576 -0.421 7.053
N -2.019 -0.357 3.650
C -2.142 -1.669 3.195
C -2.177 -1.614 1.832
N -1.960 -0.300 1.415
C -1.942 0.435 2.536
H -1.659 2.818 6.947
H -2.467 2.049 4.700
H -0.898 -1.896 5.493
H -0.038 -1.112 7.704
H -2.213 -2.504 3.871
H -2.390 -2.417 1.138
H -1.943 1.520 2.604


[2]
13
Properties=species:S:1:pos:R:3 method="wB97M-V/def2-TZVPD" e_lumo_ev=-0.24 mol_weight_da=127.2 homo_lumo_gap_ev=9.0 relative_energy_kj_mol=178.2 smiles="C=C1C=CC(=O)N1S" homo_ev=-9.198
C -0.951 0.449 -1.645
C -0.084 0.126 -0.702
C 1.316 0.023 -0.656
C 1.740 -0.344 0.536
C 0.607 -0.369 1.477
O 0.690 -0.762 2.615
N -0.519 -0.187 0.637
S -2.084 -0.575 1.056
H -1.967 0.268 -1.279
H -0.760 0.853 -2.605
H 1.908 0.261 -1.414
H 2.735 -0.327 0.936
H -2.631 0.585 1.042


[3]
53
Properties=species:S:1:pos:R:3 method="wB97M-V/def2-TZVPD" e_lumo_ev=0.70 mol_weight_da=375.5 homo_lumo_gap_ev=8.7 relative_energy_kj_mol=0.0 smiles="O=C(NCc1cccc2[nH]ccc12)[C@H]1CCC(=O)N(CCc2ccccc2)C1" homo_ev=-8.033
O -2.319 -3.099 1.864
C -1.656 -2.442 1.089
N -1.411 -1.126 1.233
C -2.161 -0.267 2.133
C -2.941 0.713 1.301
C -4.311 0.645 1.164
C -5.006 1.495 0.298
C -4.349 2.422 -0.480
C -2.966 2.499 -0.357
N -2.060 3.299 -0.988
C -0.808 3.005 -0.528
C -0.878 2.019 0.406
C -2.251 1.665 0.536
C -1.015 -3.052 -0.163
C -1.767 -2.547 -1.410
C -0.801 -2.091 -2.505
C 0.148 -1.044 -1.963
O 0.349 0.032 -2.490
N 0.729 -1.415 -0.794
C 1.749 -0.582 -0.199
C 3.167 -1.033 -0.584
C 4.177 -0.080 -0.013
C 4.839 -0.366 1.174
C 5.743 0.534 1.710
C 5.992 1.734 1.068
C 5.332 2.031 -0.113
C 4.430 1.130 -0.648
C 0.488 -2.736 -0.261
H -0.916 -0.642 0.499
H -1.465 0.255 2.799
H -2.817 -0.908 2.725
H -4.863 -0.086 1.736
H -6.080 1.407 0.230
H -4.884 3.064 -1.163
H -2.275 3.977 -1.698
H 0.051 3.524 -0.907
H -0.052 1.609 0.953
H -1.125 -4.136 -0.068
H -2.407 -1.702 -1.142
H -2.417 -3.331 -1.799
H -1.347 -1.663 -3.346
H -0.217 -2.940 -2.870
H 1.639 -0.596 0.890
H 1.586 0.434 -0.568
H 3.345 -2.043 -0.210
H 3.237 -1.045 -1.673
H 4.650 -1.304 1.678
H 6.255 0.296 2.632
H 6.698 2.436 1.486
H 5.523 2.966 -0.618
H 3.916 1.361 -1.571
H 0.968 -3.494 -0.896
H 0.941 -2.797 0.731


no.,E_tot (eV)
1,-80519.467
2,-19637.144
3,-32823.929